(1)
Molecular formula: CH2BrF2N
Method: DFT, ωB97M-V with the def2-TZVPD basis set

Each line ends with the Löwdin spin population.
Cartesian coordinates (Å):
C 0.489 -0.175 0.002  0.068
N -0.640 0.460 0.563  0.666
F 0.340 -1.506 0.213  0.031
F 1.735 0.191 0.386  0.027
Br -2.232 -0.133 -0.033  1.189
H 0.161 -0.115 -1.479  0.000
H -0.496 0.202 1.517  0.019

- multiplicity = 3
- Kohn-Sham gap (spin up / spin down) (eV) = 7.151 / 7.896

=====

(2)
Molecular formula: CH2BrN2O3
Method: DFT, ωB97M-V with the def2-TZVPD basis set

Each line ends with the Löwdin charge.
Cartesian coordinates (Å):
C 0.309 0.073 0.583  0.004
N -0.219 -0.458 1.564  -0.042
N 1.127 0.250 -0.468  0.076
O -0.682 -0.775 2.544  0.283
O -1.236 -1.386 -0.021  -0.716
O 0.798 1.091 -1.501  0.062
Br -2.325 -0.424 -0.780  1.012
H 2.070 -0.142 -0.531  0.206
H 0.159 1.771 -1.391  0.115

- Kohn-Sham gap (spin up / spin down) (eV) = 5.997 / 6.053
- energy relative to the best compared isomer or geometry (same formula, charge and spin) (kJ/mol) = 477.4
- net charge = +1

=====

| no. | electronic energy (eV) |
| --- | --- |
| 1 | -78030.3714 |
| 2 | -80216.1173 |